(1)
Entry from OMol25: C19H41NO4P2SiTi as an isolated structure (wB97M-V/def2-TZVPD).

Output
**LUMO level**: 0.141 eV

Each line ends with the Mulliken charge.
CARTESIAN COORDINATES (ANGSTROEM)
Ti  0.409625  -0.196161  -0.702054  0.261
Si  0.933270  1.858189  -2.345092  0.951
P  2.269254  -1.176387  -2.053281  1.322
N  1.542017  -0.183829  0.676183  -0.310
H  -2.281260  -1.521476  -1.587499  -1.079
C  2.537515  -2.970255  -1.732507  -1.256
H  3.333666  -3.340628  -2.404529  0.429
H  1.608779  -3.535317  -1.908697  0.219
H  2.848847  -3.123379  -0.687694  0.308
C  2.022433  -1.271988  -3.869511  -1.127
H  2.873299  -1.834031  -4.294480  0.453
H  1.986095  -0.254816  -4.286495  0.266
H  1.078622  -1.801143  -4.087218  0.240
C  3.999527  -0.600057  -1.848258  -1.230
H  4.631910  -1.123803  -2.590927  0.445
H  4.332185  -0.846646  -0.824852  0.329
H  4.038647  0.490542  -1.992612  0.274
C  -0.507108  1.727114  -3.612735  -0.877
H  -1.428179  1.485002  -3.036755  0.072
H  -0.255222  0.937878  -4.350403  0.217
H  -0.628286  2.709353  -4.122050  0.407
H  0.627994  3.173603  -1.727277  -0.366
H  2.187893  2.224608  -3.060202  -0.303
C  2.538315  0.330297  1.421416  -0.008
C  3.953696  0.388207  3.432532  -0.391
C  3.029729  -0.261535  2.631223  -0.462
C  3.149399  1.576123  1.048087  0.094
C  4.078093  2.204270  1.868821  -0.656
C  4.491981  1.628921  3.071947  -0.498
H  4.282530  -0.052339  4.362379  0.382
H  2.612668  -1.235670  2.899489  0.369
H  2.813707  2.030563  0.108986  0.020
H  4.490160  3.161950  1.553437  0.360
H  5.222066  2.126323  3.709232  0.369
C  -1.486227  -2.219668  -1.858983  2.099
O  -0.314325  -1.807915  -1.193281  -0.302
C  -1.942079  -3.610435  -1.378890  -1.266
H  -2.489558  -4.126629  -2.197630  0.401
H  -2.653758  -3.511368  -0.547718  0.250
H  -1.090937  -4.229825  -1.031413  0.264
C  -1.375190  -2.157140  -3.387286  -1.409
H  -0.777121  -3.017889  -3.756016  0.315
H  -0.929451  -1.193660  -3.684708  0.083
H  -2.373610  -2.216514  -3.861316  0.473
C  -0.760498  1.910220  4.442570  -1.114
C  -0.391898  0.969712  3.318038  0.256
O  -0.542215  1.648239  1.960551  -0.315
P  -1.294187  1.941918  0.529957  0.135
O  -2.715636  2.481732  1.051093  -0.365
C  -3.537052  2.657488  2.225719  -0.273
C  -3.844401  1.441091  3.031959  -1.101
O  -2.074099  0.479042  -0.323507  -0.271
C  -3.574943  -0.014691  -0.254683  -0.686
C  -3.620924  -1.219728  0.652229  -0.504
H  -0.084276  2.786655  4.369455  0.317
H  -0.595451  1.352069  5.382604  0.365
H  -1.818883  2.225738  4.418116  0.177
H  0.682661  0.752960  3.388452  0.039
H  -0.912559  0.004778  3.307520  0.279
H  -3.109712  3.425571  2.886468  0.405
H  -4.462269  3.075154  1.799610  0.326
H  -3.029334  0.718127  3.149766  0.135
H  -4.144108  1.823048  4.011626  0.408
H  -4.677558  0.908001  2.578886  0.417
H  -4.173656  0.851631  0.008457  0.425
H  -3.875675  -0.334406  -1.255206  0.327
H  -3.804584  -0.919261  1.697042  0.196
H  -4.412779  -1.946330  0.379988  0.367
H  -2.617579  -1.651197  0.481925  -0.077

Cartesian forces, eV/Å:
Ti 1.735 0.059 0.953
Si -0.874 0.156 0.286
P 0.463 -0.538 -0.021
N -1.744 -0.409 -1.784
H 0.073 -0.006 -0.147
C -0.079 -0.150 0.161
H -0.326 0.141 0.285
H 0.336 0.265 0.071
H -0.141 0.074 -0.327
C 0.179 0.090 -0.025
H -0.385 0.286 -0.002
H 0.020 -0.354 -0.026
H 0.542 0.294 0.105
C -0.134 0.112 -0.190
H -0.179 0.351 0.390
H -0.163 0.166 -0.424
H 0.148 -0.391 0.036
C 0.333 0.269 -0.130
H 0.466 0.041 -0.576
H -0.512 0.417 0.268
H -0.077 -0.762 0.162
H 0.080 0.169 0.249
H 0.178 -0.357 -0.179
C 1.621 1.087 0.987
C 0.299 0.443 -0.115
C -0.758 0.002 -0.840
C -0.446 -0.560 0.268
C 0.081 -0.035 -0.143
C -0.303 -0.224 -0.189
H -0.030 -0.214 0.063
H 0.155 0.285 0.076
H 0.144 -0.086 0.379
H -0.053 -0.158 0.075
H -0.202 -0.121 -0.149
C -0.462 -0.115 -0.026
O -0.810 -0.967 -0.268
C -0.167 -0.271 -0.160
H 0.414 0.150 0.485
H 0.327 -0.152 -0.123
H -0.404 0.347 -0.357
C 0.173 -0.213 -0.070
H -0.175 0.585 0.040
H -0.105 -0.434 0.008
H 0.400 -0.050 0.312
C -0.104 0.085 -0.184
C 0.239 0.327 -1.440
O -0.183 -0.541 0.011
P -1.946 -1.733 2.158
O -0.314 0.519 -0.379
C 0.574 1.020 -0.666
C -0.335 -0.665 0.073
O -0.312 0.732 0.801
C 1.931 0.583 -0.192
C 0.072 0.147 0.309
H -0.529 -0.431 0.322
H 0.054 0.433 -0.283
H 0.599 -0.068 0.001
H -0.331 0.039 -0.285
H -0.170 0.368 -0.131
H 0.229 -0.097 -0.432
H 0.251 -0.076 0.328
H -0.029 0.437 -0.001
H -0.106 -0.393 0.039
H -0.111 -0.140 0.157
H 0.084 0.012 0.254
H 0.528 0.408 -0.142
H 0.455 -0.349 -0.363
H 0.453 0.425 -0.050
H -0.637 -0.263 0.705


(2)
Entry from OMol25: C17H26N3O2S4V as an isolated structure (wB97M-V/def2-TZVPD).

Output
**Spin multiplicity**: 4
**ΔE to the lowest compared entry with this formula, charge and spin**: 0.031 eV
**Net charge**: -1
**LUMO level (spin up / spin down)**: 2.356 / 2.356 eV

Each line ends with the Löwdin spin population.
CARTESIAN COORDINATES (ANGSTROEM)
V  -1.077924  -0.644532  0.115844  2.660
N  -1.361143  -1.133086  4.544767  0.004
C  -1.194521  -0.812944  3.203496  0.012
S  -0.919403  -2.097774  2.101348  0.031
N  -1.300166  0.462169  2.941445  0.005
N  -1.153165  0.772224  1.594054  0.013
C  -1.169138  2.045856  1.363724  0.079
C  -0.933190  2.707449  0.091585  0.009
C  -1.021298  4.107302  0.066389  0.013
C  -0.756822  4.838981  -1.068388  -0.002
C  -0.376986  4.154695  -2.232315  0.017
C  -0.273247  2.786234  -2.241828  -0.004
C  -0.557839  2.008896  -1.086494  0.026
O  -0.435718  0.717168  -1.131874  0.034
H  -0.902490  -1.991800  4.803903  0.000
H  -1.176828  -0.357009  5.162969  0.000
H  -1.339901  2.692395  2.225840  0.004
H  -1.304985  4.616593  0.981992  0.000
H  -0.837095  5.918033  -1.060031  -0.001
H  -0.163542  4.713076  -3.137244  0.001
H  0.020093  2.243448  -3.132666  0.000
C  5.295582  -0.008328  1.058005  0.000
C  4.157204  -0.127397  2.060172  0.002
S  2.475719  -0.143594  1.394065  0.011
C  2.437476  1.402899  0.459646  0.002
C  2.901393  1.411229  -1.007563  0.000
S  2.600154  -0.122732  -1.931023  0.006
C  4.234154  -0.481680  -2.632080  0.001
C  5.463554  -0.426281  -1.728051  0.000
S  5.370793  -1.351820  -0.168336  0.000
H  6.240618  0.005137  1.605579  0.000
H  5.223038  0.936004  0.521161  0.000
H  4.251166  0.688419  2.783289  0.000
H  4.243040  -1.061640  2.619345  0.000
H  2.998879  2.156538  1.019815  0.000
H  1.394833  1.710632  0.500769  0.001
H  3.963768  1.638393  -1.074707  0.000
H  2.370447  2.220948  -1.510511  0.000
H  4.425982  0.166915  -3.492051  0.000
H  4.112846  -1.495212  -3.019399  0.000
H  5.723015  0.602543  -1.481247  0.000
H  6.311604  -0.824401  -2.289004  0.000
C  -3.856810  -0.200377  -1.865007  0.008
C  -3.630369  -1.566922  -1.208467  0.009
C  -4.546662  -1.730502  0.005925  0.004
O  -2.308155  -1.745781  -0.846322  0.046
H  -4.888257  -0.076880  -2.208831  0.001
H  -3.180288  -0.081735  -2.713027  0.000
H  -3.634638  0.590855  -1.141157  0.004
H  -3.912150  -2.338747  -1.947507  -0.001
H  -4.332761  -0.936055  0.727249  0.003
H  -4.342461  -2.685817  0.490877  0.000
H  -5.605310  -1.683283  -0.268022  0.000

Cartesian forces, eV/Å:
V -0.086 -0.512 -0.392
N 0.091 -0.124 -0.002
C -0.057 0.369 0.047
S -0.003 -0.225 0.047
N 0.020 -0.037 -0.071
N -0.008 0.319 0.368
C 0.013 0.130 -0.048
C -0.076 -0.244 0.257
C -0.011 0.064 0.020
C 0.030 -0.064 -0.085
C -0.025 0.196 0.035
C -0.034 -0.284 0.158
C 0.067 0.201 -0.207
O 0.109 0.300 -0.179
H -0.048 0.007 0.012
H -0.014 0.013 -0.020
H 0.024 -0.029 -0.026
H -0.001 -0.009 0.002
H 0.001 0.003 -0.012
H 0.002 -0.007 0.000
H 0.004 0.010 -0.003
C 0.046 -0.036 -0.013
C -0.109 0.000 -0.025
S 0.088 0.002 0.016
C -0.013 -0.007 0.127
C -0.007 -0.006 -0.052
S 0.041 0.022 -0.011
C -0.080 0.011 0.029
C -0.003 -0.032 0.048
S 0.005 0.039 -0.019
H 0.009 0.011 -0.010
H -0.008 0.002 -0.008
H 0.020 0.002 0.006
H -0.020 0.002 -0.010
H -0.014 0.032 -0.015
H -0.009 -0.043 -0.006
H 0.014 -0.019 -0.008
H 0.006 0.015 -0.013
H 0.008 -0.003 -0.005
H 0.012 -0.002 -0.007
H 0.007 0.006 -0.009
H -0.001 0.002 -0.006
C 0.054 -0.066 0.028
C -0.057 0.126 -0.077
C 0.070 -0.020 -0.025
O -0.045 -0.150 0.154
H -0.011 -0.004 0.003
H -0.003 0.025 0.004
H 0.000 0.024 -0.023
H 0.021 -0.011 0.003
H -0.010 -0.017 0.022
H -0.014 0.007 0.016
H 0.002 0.010 -0.016


(3)
Entry from OMol25: a 3-piece molecular cluster, C3H11NO overall (wB97M-V/def2-TZVPD).

Output
**ΔE to the lowest compared entry with this formula, charge and spin**: 8.241 eV
**LUMO level**: -4.070 eV

Each line ends with the Mulliken charge.
CARTESIAN COORDINATES (ANGSTROEM)
C  3.699094  1.519614  -1.354483  -0.460
N  -1.256783  0.663629  2.985447  -0.647
H  3.894805  1.038093  -0.405812  0.221
H  4.198477  2.442671  -1.595411  0.256
H  2.953246  0.999263  -1.940073  0.197
H  -1.257618  0.307748  2.037310  0.247
H  -2.072408  1.238046  3.174654  0.197
H  -0.441483  1.216151  3.182630  0.200
C  -1.390259  -1.001544  -0.844220  -0.246
O  -1.200150  -1.329363  0.409028  -0.559
C  0.061958  -0.298079  -1.421121  -0.975
H  -2.116172  -0.175630  -0.870046  0.249
H  -1.410942  -1.946012  -1.425487  0.348
H  0.771656  -0.894598  -0.858039  0.314
H  -0.067064  0.693980  -1.010994  0.329
H  0.137834  -0.370171  -2.499200  0.331

Cartesian forces, eV/Å:
C -0.574 -0.803 0.648
N -0.398 -0.001 0.439
H 0.214 0.177 0.044
H -0.224 0.063 -0.221
H 0.234 0.308 -0.475
H 0.004 -0.031 -0.007
H 0.134 -0.173 -0.254
H 0.260 0.101 -0.169
C 0.886 -0.431 1.417
O 0.343 0.288 0.083
C -0.566 -0.275 0.960
H -0.309 -0.378 -1.186
H -0.656 0.675 -0.726
H 0.327 0.167 -0.288
H 0.418 0.291 -0.168
H -0.093 0.022 -0.098


(4)
Entry from OMol25: a 5-piece molecular cluster, C17H49NO12P3 overall (wB97M-V/def2-TZVPD).

Output
**Net charge**: +1
**LUMO level**: -3.478 eV

Each line ends with the Mulliken charge.
CARTESIAN COORDINATES (ANGSTROEM)
C  -1.316819  -1.054332  4.276517  -0.920
N  -2.171393  -2.080997  3.556057  -0.025
P  -3.539184  -1.383791  2.540444  0.124
P  -5.168551  -0.824850  3.870018  0.847
O  -5.641227  0.493940  3.462146  -0.592
O  -4.689116  -0.889793  5.390437  -0.485
O  -6.230564  -1.952545  3.652955  -0.417
P  -2.770864  -3.350401  4.663205  0.487
O  -4.164513  -3.720614  4.413215  -0.569
H  -1.961446  -0.470972  4.919916  0.372
H  -0.889035  -0.405650  3.521265  0.325
H  -0.507905  -1.533566  4.817760  0.405
H  -1.544960  -2.540131  2.884058  0.371
H  -2.941907  -0.180467  2.131271  0.102
H  -4.615271  0.016517  5.713091  0.331
H  -6.216780  -2.630005  4.344248  0.370
H  -2.572716  -2.861417  5.960650  0.145
H  -1.929100  -4.448027  4.438257  0.073
C  -2.112199  0.118610  -0.931905  -0.763
O  -1.446658  -0.817842  -0.091096  -0.105
C  -0.527952  -1.646550  -0.797438  -0.523
C  0.893182  -1.129326  -0.723428  -0.490
O  1.030165  0.124503  -1.356355  -0.338
C  1.000395  1.238072  -0.474300  -0.547
H  -2.527841  0.905859  -0.302884  0.318
H  -1.427721  0.569082  -1.649895  0.105
H  -2.931064  -0.370897  -1.467756  0.337
H  -0.836674  -1.752178  -1.840519  0.283
H  -0.568431  -2.639154  -0.334672  0.395
H  1.542829  -1.832669  -1.253633  0.453
H  1.232925  -1.078284  0.318565  0.221
H  1.974670  1.370882  0.004633  0.376
H  0.230619  1.128571  0.294215  0.185
H  0.783154  2.125144  -1.063173  0.108
C  -0.382058  3.649681  -6.506579  -0.702
O  -1.366340  3.859818  -5.507286  -0.368
C  -2.634261  3.317445  -5.835448  -0.538
C  -2.862858  1.965255  -5.194329  -0.261
O  -1.954321  0.980884  -5.659599  -0.426
C  -0.843363  0.790555  -4.805887  -0.610
H  0.593253  3.799731  -6.045931  0.180
H  -0.427323  2.639872  -6.918352  0.345
H  -0.500835  4.374958  -7.317797  0.323
H  -2.755419  3.250282  -6.920691  0.313
H  -3.389775  4.011595  -5.455642  0.385
H  -3.868865  1.621230  -5.452036  0.418
H  -2.805593  2.052183  -4.103313  0.124
H  -1.123509  0.156626  -3.955706  0.174
H  -0.446734  1.737174  -4.432589  0.325
H  -0.065472  0.286271  -5.376870  0.344
C  2.473221  -3.537801  2.401009  -0.749
O  1.216055  -4.067866  2.812211  -0.263
C  0.834524  -5.229541  2.078860  -0.354
C  1.169544  -6.510126  2.816688  -0.730
O  2.560155  -6.676806  2.988797  -0.376
C  3.040144  -6.290021  4.266968  -0.672
H  2.838687  -2.892937  3.198432  0.297
H  3.202444  -4.327357  2.222793  0.422
H  2.356233  -2.941126  1.490696  0.147
H  1.293297  -5.231421  1.086799  0.344
H  -0.252394  -5.179784  1.941317  0.392
H  0.813883  -7.353509  2.217905  0.397
H  0.654293  -6.544393  3.783563  0.320
H  2.842358  -7.076217  5.001913  0.327
H  2.586688  -5.356559  4.607512  0.248
H  4.115848  -6.149167  4.185394  0.262
C  1.721701  5.409540  -0.554458  -0.841
O  2.387446  4.171201  -0.748503  -0.348
C  2.864537  3.994511  -2.075541  -0.151
C  4.329917  4.347654  -2.217023  -0.789
O  4.581494  5.716748  -1.959900  -0.372
C  5.047838  5.977028  -0.647336  -0.698
H  1.686497  5.601928  0.517002  0.261
H  2.243086  6.232924  -1.044051  0.384
H  0.695842  5.356208  -0.935692  0.308
H  2.262093  4.578365  -2.778101  0.340
H  2.739304  2.935143  -2.324965  0.306
H  4.633486  4.152531  -3.249705  0.389
H  4.939259  3.715596  -1.562712  0.351
H  6.116320  5.750410  -0.569410  0.323
H  4.502660  5.397560  0.100631  0.288
H  4.898965  7.037001  -0.448908  0.252

Cartesian forces, eV/Å:
C -0.014 0.086 -0.307
N 0.956 0.562 0.608
P -0.643 -1.012 -1.741
P -0.781 1.114 0.011
O 0.375 0.075 -0.298
O 0.312 -0.556 0.066
O 0.220 -0.110 0.518
P -0.983 -1.281 0.522
O -0.278 0.390 -0.318
H -0.051 -0.021 0.208
H 0.037 0.062 -0.120
H -0.010 -0.167 0.143
H -0.070 -0.071 -0.093
H 0.192 0.185 0.729
H -0.110 0.227 0.255
H 0.006 -0.331 -0.169
H 0.535 0.359 -0.250
H 0.566 0.446 -0.021
C -0.169 -0.017 -0.012
O 0.091 0.011 0.162
C -0.045 -0.119 0.208
C 0.098 0.094 -0.194
O -0.168 0.019 0.033
C 0.117 -0.052 -0.010
H 0.011 -0.025 0.040
H 0.025 0.011 0.027
H 0.025 0.014 -0.049
H -0.009 0.028 -0.021
H 0.010 -0.014 -0.046
H -0.001 -0.040 0.048
H -0.040 0.022 0.021
H -0.021 0.047 0.031
H -0.022 -0.030 -0.009
H 0.052 0.009 -0.018
C -0.007 0.106 -0.018
O 0.046 -0.167 0.021
C 0.019 0.183 0.116
C -0.080 -0.164 -0.118
O 0.071 0.130 0.007
C -0.026 -0.071 0.006
H -0.010 0.036 0.020
H -0.015 -0.015 0.010
H 0.002 -0.038 -0.035
H 0.012 -0.047 -0.014
H -0.025 -0.010 -0.032
H -0.008 0.027 0.021
H 0.025 0.029 0.015
H 0.062 0.021 0.030
H -0.005 0.009 0.009
H -0.030 -0.043 -0.006
C -0.004 0.133 0.001
O -0.133 0.056 -0.046
C -0.188 0.047 0.168
C 0.124 -0.188 -0.090
O 0.004 0.223 -0.011
C 0.000 -0.120 0.014
H -0.029 0.006 0.014
H -0.018 -0.033 0.018
H 0.033 -0.048 -0.022
H 0.063 0.029 0.011
H 0.005 -0.059 -0.054
H -0.056 0.007 0.020
H -0.017 0.041 0.008
H -0.012 0.032 0.029
H -0.008 0.020 -0.014
H 0.005 -0.044 -0.019
C -0.083 -0.044 0.048
O 0.066 0.123 -0.046
C -0.040 -0.195 0.105
C 0.085 0.140 -0.130
O -0.141 -0.018 0.099
C 0.075 0.011 -0.049
H -0.002 -0.034 0.008
H 0.022 -0.006 -0.008
H 0.014 0.046 -0.038
H 0.013 0.041 -0.005
H 0.002 0.011 -0.037
H 0.002 -0.043 0.008
H -0.027 -0.018 0.032
H -0.008 -0.020 0.043
H -0.018 -0.008 -0.002
H 0.026 0.011 -0.038